Here is a molecular structure, C21H22N4O5S2 from the Open Molecules 2025 dataset. Energies are from the ωB97M-V functional and the def2-TZVPD basis.

HOMO level (eV): -8.428
Total charge: 0
Energy above the lowest of the compared OMol25 structures with the same formula, charge and spin (kJ/mol): 2264.9
Orbital gap (eV): 7.6
M (g mol⁻¹): 474.6

```
54
Properties=species:S:1:pos:R:3:mulliken_charge:R:1
O 6.9892 2.2384 -0.2734 -0.5409
C 6.0863 1.6404 -0.0253 0.8054
N 5.5729 0.6866 -0.6923 -0.2503
H 4.6431 0.0993 -0.3257 0.4792
C 6.0489 -0.1628 -1.9882 -1.3517
H 5.3737 0.1697 -2.6719 0.3678
H 6.9320 0.3177 -1.7765 0.6129
C 6.0806 -1.4922 -1.8315 0.3494
C 6.7930 -1.9598 -0.5465 -0.2457
H 7.9260 -2.2649 -0.6704 0.3185
C 5.9765 -3.0034 0.0052 -0.8866
H 5.9931 -3.2992 0.9526 0.5337
C 4.6493 -2.9881 -0.5655 -0.6484
H 4.0088 -3.5733 -0.6446 0.9691
H 4.1220 -2.2068 0.1812 -0.1253
O 4.7198 -2.0935 -1.5244 -0.5239
H 6.3985 -4.2525 -0.5039 0.1939
H 6.7715 -1.2621 0.3949 0.0592
H 6.6860 -1.7940 -2.6834 0.3917
C 5.1197 2.1080 1.3449 -1.0220
H 5.6449 2.8563 1.6392 0.5648
H 4.8826 1.3104 2.0527 0.3679
S 3.4930 2.8677 0.9188 -0.0827
C 2.5158 1.3494 0.9945 0.4194
N 3.0208 0.2457 0.6270 -0.0233
N 2.0287 -0.7064 0.8106 -0.9487
C 0.9044 -0.1566 0.7392 0.4964
C -0.4425 -0.2302 0.6323 0.4118
C -1.5931 0.5075 0.7325 -1.2223
C -2.7917 0.0909 0.6189 0.5963
C -3.1208 -1.1200 0.4750 1.5153
C -2.1251 -2.1923 0.4429 -1.1684
C -0.7520 -1.7147 0.6570 -0.4972
H 0.0028 -2.5953 0.6504 0.2565
H -2.3636 -3.2869 0.5555 0.2491
N -4.4007 -1.4468 0.4609 -0.1863
S -5.7718 -0.7299 0.6754 0.9685
O -6.8531 -1.6834 1.1724 -0.7222
O -5.5392 0.1124 2.0135 -0.7134
C -6.1357 0.4373 -0.4880 0.3329
C -5.9765 1.6034 -0.2681 0.2683
C -6.3763 2.5522 -1.3070 -0.8019
C -6.4769 1.8530 -2.7651 -0.4529
C -6.3959 0.3751 -2.9079 -0.2685
C -6.2729 -0.2248 -1.8920 -0.6361
H -5.9927 -1.4260 -1.9053 0.0719
H -6.3805 -0.0411 -3.8669 0.4678
H -6.3879 2.3721 -3.6268 0.4547
H -6.2422 3.6454 -1.5457 0.2997
H -6.0787 2.1633 0.6106 0.4667
H -4.5806 -2.5937 0.4274 0.3481
H -3.5992 0.8956 0.4761 -0.1477
H -1.0917 1.6584 0.5462 0.1448
O 1.3050 1.2670 0.8366 -0.3152
```